The following is a quantum chemistry calculation of a structure of composition C25H35F5OPTc, from the OMol25 dataset.

Cartesian coordinates (Å):
Tc 0.258 0.461 -0.162
C 2.709 2.694 -0.859
C 2.147 1.336 -1.197
C 2.738 0.163 -0.635
C 3.698 0.291 0.511
C 2.556 -1.090 -1.257
C 3.387 -2.254 -0.797
C 1.661 -1.212 -2.323
C 1.600 -2.478 -3.126
C 0.868 -0.098 -2.724
C -0.162 -0.280 -3.803
C 1.212 1.190 -2.262
C 0.728 2.420 -2.990
H 3.674 2.796 -1.361
H 2.874 2.840 0.204
H 2.071 3.496 -1.204
H 4.723 0.267 0.131
H 3.593 -0.537 1.207
H 3.572 1.216 1.061
H 2.986 -3.209 -1.117
H 3.491 -2.276 0.285
H 4.395 -2.161 -1.211
H 2.569 -2.968 -3.147
H 1.303 -2.278 -4.151
H 0.880 -3.187 -2.712
H 0.293 -0.136 -4.787
H -0.971 0.436 -3.711
H -0.591 -1.277 -3.774
H 0.327 3.170 -2.318
H -0.038 2.195 -3.722
H 1.576 2.861 -3.519
F -2.229 -0.359 -1.557
C -1.776 0.744 -0.894
F -1.801 1.753 -1.802
C -2.830 1.085 0.214
F -2.366 0.689 1.420
F -3.034 2.396 0.266
F -3.982 0.474 -0.004
C 0.502 -3.288 0.805
P -0.738 -2.187 0.055
C -2.056 -2.200 1.309
C -1.453 -3.238 -1.265
H 0.005 -4.194 1.152
H 0.977 -2.796 1.652
H 1.264 -3.563 0.077
H -2.276 -3.235 1.574
H -2.962 -1.735 0.926
H -1.736 -1.664 2.201
H -2.286 -3.810 -0.856
H -0.707 -3.946 -1.620
H -1.825 -2.652 -2.103
C 1.227 0.384 2.665
O 0.775 -0.270 1.496
H 2.084 -0.159 3.065
H 0.433 0.372 3.415
H 1.514 1.425 2.484
C -0.011 2.049 0.447
C -0.387 3.265 1.036
C -0.440 4.455 0.286
C -0.861 5.619 0.891
C -1.233 5.610 2.233
C -1.195 4.435 2.979
C -0.777 3.261 2.393
H -0.172 4.457 -0.760
H -0.907 6.535 0.320
H -1.561 6.529 2.700
H -1.498 4.440 4.017
H -0.765 2.336 2.951

Values from the calculation:
* DFT total energy: -53599.202 eV
* LUMO energy: -0.2916 Eh
* orbital gap: 6.798 eV
* HOMO: -14.7 eV
* energy above the lowest of the compared OMol25 structures with the same formula, charge and spin: 20.63 kcal/mol
* total charge: +2